The following is a DFT calculation (ωB97M-V with the def2-TZVPD basis set) of a structure of composition C2F6O6S2Sn in a non-equilibrium geometry.

For the gap between HOMO and LUMO, the calculation gives 7.47 eV. For the relative energy (zero: lowest compared OMol25 entry of this formula, charge and spin), the calculation gives 30.87 kcal per mole. For the total energy, the calculation gives -58159.259 eV.

```
17
C2F6O6S2Sn ωB97M-V with the def2-TZVPD basis set
Sn -1.4472 0.4289 1.4700
S 0.2864 -1.6153 1.4567
S -0.6489 0.7933 -1.5652
F -1.2732 3.3933 -2.1545
F 2.7500 -0.7444 1.1074
F -2.6590 2.3997 -0.6843
F -0.5702 3.1371 -0.2772
F 2.0263 -2.1079 -0.4192
F 2.7675 -2.9799 1.4372
O -1.0712 0.4585 -2.8924
O 0.2619 -0.8739 2.7267
O -1.3615 -0.0407 -0.5953
O 0.7963 0.9160 -1.2576
O -0.1455 -3.0349 1.5116
O -0.4293 -0.8268 0.4515
C -1.4049 2.5658 -1.1889
C 2.1225 -1.8687 0.8735
```

---

The following is a DFT calculation (ωB97M-V with the def2-TZVPD basis set) of the ion C2F7O with charge +1 in a non-equilibrium geometry.

The charge is +1. For the gap between HOMO and LUMO, the calculation gives 13.38 eV. For the relative energy (zero: lowest compared OMol25 entry of this formula, charge and spin), the calculation gives 12.83 kcal per mole. For the total energy, the calculation gives -23129.916 eV.

```
10
C2F7O ωB97M-V with the def2-TZVPD basis set
F 1.9799 -0.7046 -1.1698
F -1.4734 -1.4928 0.2408
F 2.0750 0.9813 0.1052
F 1.4896 -0.8947 1.0115
F -0.0325 1.6322 -0.3309
F -1.8103 0.3254 1.2495
F -2.2508 0.2350 -0.8876
O -0.0757 0.2526 -0.2821
C -1.5256 -0.1989 0.1107
C 1.6239 -0.1355 -0.0474
```

---

The following is a DFT calculation (ωB97M-V with the def2-TZVPD basis set) of a structure of composition C2FLiMgO2 in a non-equilibrium geometry.

The spin multiplicity is 2. The charge is +1. For the gap between HOMO and LUMO (alpha / beta), the calculation gives 5.95 / 8.87 eV. For the relative energy (zero: lowest compared OMol25 entry of this formula, charge and spin), the calculation gives 0.00 kcal per mole. For the total energy, the calculation gives -14525.592 eV. Its expectation value of S² is 0.76.

```
7
C2FLiMgO2 ωB97M-V with the def2-TZVPD basis set
Mg 0.5440 1.7163 1.7589
F 0.8682 -1.6994 0.0764
O -0.4615 -0.0722 -1.0796
O -0.6450 1.7845 0.1210
C -0.5184 0.5142 0.0590
C 0.9708 -0.2996 0.2015
Li -0.7582 -1.9437 -1.1372
```

---

The following is a DFT calculation (ωB97M-V with the def2-TZVPD basis set) of a structure of composition C2FLiO2Sm in a non-equilibrium geometry.

The spin multiplicity is 7. For the gap between HOMO and LUMO (alpha / beta), the calculation gives 4.42 / 4.49 eV. For the total energy, the calculation gives -26992.580 eV. Its expectation value of S² is 12.01.

```
7
C2FLiO2Sm ωB97M-V with the def2-TZVPD basis set
Sm -2.6591 0.1834 0.5303
F 1.1340 0.5722 -1.0498
O -1.1484 0.9510 -1.0662
O 0.8342 -1.0554 1.2048
C -0.1608 0.3328 -0.4526
C -0.2315 -0.4497 0.6541
Li 2.2316 -0.5344 0.1794
```

---

The following is a DFT calculation (ωB97M-V with the def2-TZVPD basis set) of the molecule C2FN3 in a non-equilibrium geometry.

As for the SMILES: N#CC1(F)N=N1. For the gap between HOMO and LUMO, the calculation gives 10.69 eV. For the relative energy (zero: lowest compared OMol25 entry of this formula, charge and spin), the calculation gives 0.00 kcal per mole. For the total energy, the calculation gives -9258.549 eV.

```
6
C2FN3 ωB97M-V with the def2-TZVPD basis set
F 1.5033 -0.2000 0.5000
N 0.3734 0.4365 -1.4711
N 0.3449 1.3414 -0.6632
N -1.6746 -1.0756 1.1744
C -0.8539 -0.5288 0.5701
C 0.3069 0.0265 -0.1102
```

---

The following is a DFT calculation (ωB97M-V with the def2-TZVPD basis set) of a structure of composition C2H10AlN4O4 in a non-equilibrium geometry.

The charge is +1. For the gap between HOMO and LUMO, the calculation gives 4.06 eV. For the relative energy (zero: lowest compared OMol25 entry of this formula, charge and spin), the calculation gives 84.11 kcal per mole. For the total energy, the calculation gives -22971.318 eV.

```
21
C2H10AlN4O4 ωB97M-V with the def2-TZVPD basis set
Al -0.5180 1.7684 2.2078
O -0.0698 -0.8837 1.1179
O -2.7779 2.6327 3.6639
O 1.4481 1.4277 0.1051
O -2.0959 1.7816 -0.2539
N 0.8689 -2.5079 -0.1451
N 0.5484 1.4930 -2.0019
N -1.0815 -2.8479 1.1409
N 2.5826 0.5314 -1.6231
C 1.5629 1.2407 -1.1104
C -0.0963 -2.0448 0.6786
H -1.7343 -2.3459 1.7147
H 1.7176 -2.0259 -0.3661
H 0.6277 0.8657 -2.7827
H -1.3226 -3.7550 0.7794
H -0.3230 1.6936 -1.5266
H -3.1801 3.5046 3.5019
H -2.7712 2.0801 -0.8840
H 2.5683 0.3361 -2.6087
H 3.4579 0.4728 -1.1308
H 0.5881 -3.4174 -0.4767
```

---

The following is a DFT calculation (ωB97M-V with the def2-TZVPD basis set) of a structure of composition C2H10AlNO2PS in a non-equilibrium geometry.

The charge is -1. For the gap between HOMO and LUMO, the calculation gives 7.47 eV. For the total energy, the calculation gives -34545.263 eV.

```
18
C2H10AlNO2PS ωB97M-V with the def2-TZVPD basis set
S -3.7565 -1.1964 0.8159
P -2.3951 -0.2367 -0.2019
Al -0.5520 0.3917 1.1309
O -3.0386 1.1596 -0.9242
O -1.8810 -1.2064 -1.4776
N 2.2151 0.4418 0.3385
C 2.3779 -0.9325 -0.0968
C 0.9522 1.0413 -0.1355
H 3.0173 1.0024 0.1100
H 1.5799 -1.2565 -0.7659
H -0.0098 -0.8200 2.0269
H 3.3213 -1.1230 -0.6115
H -2.2404 -2.0695 -1.3242
H 2.3244 -1.5895 0.7727
H -2.6236 1.8493 -0.4156
H 0.7114 0.7790 -1.1822
H -1.0109 1.6343 2.0325
H 1.0088 2.1313 -0.0921
```

---

The following is a DFT calculation (ωB97M-V with the def2-TZVPD basis set) of the molecule C2H10B2N2 in a non-equilibrium geometry.

For the gap between HOMO and LUMO (alpha / beta), the calculation gives 7.74 / 7.82 eV. For the relative energy (zero: lowest compared OMol25 entry of this formula, charge and spin), the calculation gives 122.40 kcal per mole. For the total energy, the calculation gives -6564.744 eV.

```
16
C2H10B2N2 ωB97M-V with the def2-TZVPD basis set
N -1.0101 -0.3173 1.3958
N 0.5115 0.3341 -1.2342
C -0.1670 1.1582 -0.3800
C 0.0364 0.6404 1.1631
B -1.0216 -1.4703 0.6067
B 1.5615 0.0437 -1.9841
H 0.9140 0.0936 1.0205
H 0.3041 2.1786 -0.4486
H 2.0918 -0.9835 -2.1675
H 0.1187 1.3640 1.9060
H -0.2871 -1.2840 -0.4016
H 2.2159 1.1106 -2.3091
H -2.0770 -1.9563 -0.0376
H -1.2788 1.0761 -0.5097
H -1.8238 0.1665 1.7195
H -0.0756 -2.0550 0.8899
```

---

The following is a DFT calculation (ωB97M-V with the def2-TZVPD basis set) of a structure of composition C2H10BClCoCrN2O8 in a non-equilibrium geometry.

The spin multiplicity is 8. The charge is +2. For the gap between HOMO and LUMO (alpha / beta), the calculation gives 3.44 / 5.84 eV. For the relative energy (zero: lowest compared OMol25 entry of this formula, charge and spin), the calculation gives 25.36 kcal per mole. For the total energy, the calculation gives -100807.562 eV. Its expectation value of S² is 15.93.

```
26
C2H10BClCoCrN2O8 ωB97M-V with the def2-TZVPD basis set
Co 2.3007 -0.7974 -1.6174
Cr -3.4207 -2.3200 -0.3192
Cl 0.0373 -1.6479 0.8081
O -0.3779 -2.8761 1.3852
O -0.9278 -1.3526 -0.2888
O 2.8442 0.5968 0.0373
O 1.3375 -1.7894 0.1958
O -3.3004 0.2483 -0.1060
O -5.1994 1.1876 -0.2980
O 1.7098 2.4099 0.1514
O -0.0057 -0.5469 1.7021
N -4.0691 1.2159 0.0834
N 2.2958 1.5221 0.6769
C -3.5329 2.4666 0.6519
C 2.6293 1.5558 2.1356
B 1.9109 -2.5494 -2.9536
H -4.2616 2.9449 1.2979
H -2.6631 2.2130 1.2514
H 3.5997 1.0836 2.2444
H 2.1328 -2.4832 -4.1080
H 1.0715 -1.8028 -2.5847
H 2.6495 2.6126 2.3765
H 2.9492 -2.2562 -2.4489
H 1.6632 -3.6758 -2.7284
H -3.2608 3.0873 -0.1995
H 1.8884 0.9533 2.6547
```

---

The following is a DFT calculation (ωB97M-V with the def2-TZVPD basis set) of a structure of composition C2H10BrNbO5PTi in a non-equilibrium geometry.

The charge is +1. For the gap between HOMO and LUMO, the calculation gives 4.06 eV. For the total energy, the calculation gives -116452.144 eV.

```
21
C2H10BrNbO5PTi ωB97M-V with the def2-TZVPD basis set
Nb 0.2401 1.5910 0.3439
Br -0.3875 2.9114 -1.8827
Ti 0.0613 -0.3251 -4.2811
P -0.6395 -1.0476 -1.6552
O -1.2303 -2.2060 -0.6518
O -1.6753 -0.0847 -2.2157
O -0.0049 -1.9242 -3.0525
O -0.1268 0.8125 3.2995
O -1.3445 0.1404 3.1290
C 0.8025 -0.2475 -0.8891
C 0.7807 0.4115 2.2482
H 2.0011 2.1197 0.1748
H 1.4745 0.1009 -1.7134
H 0.2942 -2.8093 -2.7806
H 1.8367 0.6240 2.4948
H -1.2680 -1.8064 0.2358
H -1.4829 1.0103 0.5863
H -1.2445 -0.7448 3.5177
H 0.6126 -0.6850 2.0907
H 1.3392 -0.9863 -0.2553
H -0.0388 3.1451 1.2566
```

---

Repeat the sixth record exactly.
The following is a DFT calculation (ωB97M-V with the def2-TZVPD basis set) of a structure of composition C2H10AlN4O4 in a non-equilibrium geometry.

The charge is +1. For the gap between HOMO and LUMO, the calculation gives 4.06 eV. For the relative energy (zero: lowest compared OMol25 entry of this formula, charge and spin), the calculation gives 84.11 kcal per mole. For the total energy, the calculation gives -22971.318 eV.

```
21
C2H10AlN4O4 ωB97M-V with the def2-TZVPD basis set
Al -0.5180 1.7684 2.2078
O -0.0698 -0.8837 1.1179
O -2.7779 2.6327 3.6639
O 1.4481 1.4277 0.1051
O -2.0959 1.7816 -0.2539
N 0.8689 -2.5079 -0.1451
N 0.5484 1.4930 -2.0019
N -1.0815 -2.8479 1.1409
N 2.5826 0.5314 -1.6231
C 1.5629 1.2407 -1.1104
C -0.0963 -2.0448 0.6786
H -1.7343 -2.3459 1.7147
H 1.7176 -2.0259 -0.3661
H 0.6277 0.8657 -2.7827
H -1.3226 -3.7550 0.7794
H -0.3230 1.6936 -1.5266
H -3.1801 3.5046 3.5019
H -2.7712 2.0801 -0.8840
H 2.5683 0.3361 -2.6087
H 3.4579 0.4728 -1.1308
H 0.5881 -3.4174 -0.4767
```